Formula: C40H90FN5
Source: OMol25
Level of theory: ωB97M-V with the def2-TZVPD basis set

Each line ends with the Mulliken charge.
CARTESIAN COORDINATES (ANGSTROEM)
F (-0.62, -0.52, 0.02)  -0.679
N (0.57, -4.08, -3.12)  0.667
N (3.03, -0.13, 1.60)  0.599
N (2.30, 3.67, -3.15)  0.599
N (-2.98, 3.42, 2.64)  -0.064
N (-3.48, -2.66, 2.28)  0.366
C (-2.81, -1.59, 3.12)  -0.224
C (0.54, -1.72, -3.69)  -0.286
C (-1.68, 4.63, 4.29)  -0.713
C (-0.68, -5.60, -1.50)  0.451
C (2.50, -2.25, 2.64)  -1.014
C (-1.77, 3.14, 4.72)  -0.631
C (2.95, 5.03, -3.01)  -0.798
C (2.97, 2.86, -4.19)  -1.048
C (-2.32, 2.38, 3.51)  -0.150
C (0.95, -3.96, -4.58)  -0.679
C (1.82, -4.18, -2.30)  -0.884
C (-4.32, 3.79, 3.18)  -0.839
C (-0.33, -5.28, -2.94)  -1.136
C (-4.31, -2.96, -0.10)  -0.682
C (-3.87, -2.93, -1.56)  -1.130
C (-1.81, -6.63, -1.45)  -1.601
C (5.03, 6.42, -2.71)  -1.418
C (4.75, 1.59, 2.38)  -0.187
C (4.46, 5.02, -2.89)  -0.182
C (-3.05, 3.07, 1.19)  -0.732
C (0.84, 3.86, -3.49)  -0.716
C (-2.07, 4.62, 2.82)  -0.508
C (-1.35, -1.98, 3.20)  0.519
C (-4.01, 1.51, -0.55)  -1.106
C (1.81, 0.67, 1.89)  -0.621
C (1.97, -2.26, 1.18)  0.488
C (-4.91, -2.82, 2.67)  -1.100
C (0.08, 2.69, -2.82)  -0.277
C (-3.61, 1.68, 0.91)  0.894
C (5.84, 2.55, 1.95)  -1.342
C (-1.30, -3.45, 2.78)  -0.283
C (3.38, -1.01, 2.78)  -0.705
C (2.26, 2.95, -1.83)  -1.263
C (2.69, -1.11, 0.49)  -0.261
C (0.95, -2.47, -4.96)  -0.717
C (1.08, 1.98, -1.90)  1.244
C (4.18, 0.77, 1.24)  -0.300
C (-2.73, -3.90, 2.70)  -0.838
C (-0.19, -2.79, -2.91)  -0.181
C (-3.24, -2.37, 0.81)  1.134
H (-4.65, -2.60, -2.24)  0.464
H (-3.16, -1.30, 0.69)  -0.657
H (-5.25, -2.44, 0.04)  0.516
H (-4.69, 4.66, 2.64)  0.373
H (-1.18, -2.98, -3.33)  0.204
H (-0.24, 2.01, -3.62)  0.172
H (-1.03, -4.69, -0.99)  -0.178
H (2.39, 1.95, -4.38)  0.402
H (6.66, 1.98, 1.51)  0.367
H (1.94, 1.20, 2.83)  0.580
H (1.86, -2.10, -5.42)  0.388
H (3.92, 2.10, 2.87)  0.282
H (4.93, 4.51, -3.73)  0.387
H (0.15, -2.38, -5.69)  0.362
H (5.12, 0.90, 3.15)  0.388
H (-2.95, -4.77, 2.08)  0.354
H (2.04, 3.70, -1.07)  0.300
H (-3.58, -3.93, -1.91)  0.224
H (-1.16, -5.19, -3.62)  0.492
H (4.78, 4.38, -2.05)  0.148
H (-0.68, -1.32, 2.63)  -0.983
H (2.38, -3.26, -2.44)  0.556
H (-3.08, -4.18, 3.70)  0.421
H (-4.48, -4.00, 0.20)  0.270
H (-4.39, 1.38, 1.63)  0.327
H (3.23, 2.51, -1.58)  0.635
H (-0.05, -0.81, -3.77)  0.482
H (5.49, 3.23, 1.17)  0.287
H (3.91, 2.48, -3.82)  0.397
H (4.44, -1.23, 2.74)  0.510
H (0.64, 1.76, -0.93)  -0.440
H (4.99, 6.76, -1.68)  0.366
H (-1.47, 2.05, 2.90)  0.006
H (-4.26, 3.97, 4.25)  0.409
H (-1.44, -7.63, -1.67)  0.453
H (-3.33, -1.54, 4.08)  0.427
H (-0.71, -4.04, 3.48)  0.748
H (-3.68, 3.83, 0.72)  0.296
H (-3.03, -0.63, 2.65)  -0.313
H (0.33, -6.09, -3.30)  0.455
H (1.00, -0.06, 2.00)  0.022
H (1.89, -4.47, -4.77)  0.355
H (3.15, -0.48, 3.69)  0.417
H (-2.62, -6.38, -2.13)  0.377
H (-5.32, -3.69, 2.17)  0.389
H (2.55, 5.47, -2.09)  0.262
H (-3.00, -2.31, -1.78)  0.135
H (6.26, 3.02, 2.83)  0.396
H (0.19, -4.48, -5.16)  0.391
H (3.07, 3.47, -5.09)  0.369
H (0.20, -5.94, -0.96)  0.397
H (1.54, -4.29, -1.26)  0.109
H (1.73, -2.33, 3.40)  0.267
H (-2.41, 3.05, 5.60)  0.355
H (0.68, 3.90, -4.56)  0.339
H (-2.81, 0.94, 1.07)  -0.722
H (4.89, 0.22, 0.62)  0.532
H (-0.93, -1.88, 4.20)  0.745
H (-0.64, 4.93, 4.31)  0.335
H (0.56, 4.81, -3.02)  0.356
H (2.33, -5.05, -2.70)  0.290
H (-5.46, -1.93, 2.38)  0.363
H (4.57, 7.15, -3.37)  0.373
H (3.68, -1.38, 0.13)  0.606
H (2.03, -0.60, -0.22)  -0.155
H (-4.97, -2.93, 3.75)  0.474
H (-0.38, -2.62, -1.84)  -0.063
H (2.30, -3.14, 0.63)  0.650
H (-0.87, 2.96, -2.36)  0.190
H (-3.04, 1.60, 3.69)  0.382
H (-1.18, 4.37, 2.25)  0.345
H (-2.20, -6.71, -0.43)  0.366
H (1.44, -1.49, -3.10)  -0.053
H (-0.79, 2.77, 5.00)  0.379
H (-2.28, -2.82, 0.59)  -0.407
H (2.63, 5.63, -3.86)  0.617
H (-2.52, 5.54, 2.46)  0.520
H (1.63, 1.36, 1.08)  -0.052
H (-0.76, -3.58, 1.84)  -0.086
H (3.14, -3.14, 2.71)  0.442
H (-5.02, 2.99, 2.97)  0.374
H (-4.86, 2.13, -0.84)  0.464
H (-2.02, 3.09, 0.83)  0.403
H (-2.25, 5.29, 4.94)  0.342
H (6.08, 6.42, -3.01)  0.396
H (3.71, 1.46, 0.52)  -0.315
H (-3.16, 1.84, -1.16)  -0.023
H (1.38, 1.06, -2.39)  -0.499
H (0.88, -2.19, 1.20)  -0.995
H (-4.23, 0.47, -0.77)  0.306

Properties
Total charge: +4
E: -1950.40177 Ha
ΔE to the lowest compared entry with this formula, charge and spin: 0.00 kcal/mol
Kohn-Sham gap: 9.37 eV